(1)
29
Properties=species:S:1:pos:R:3 method="wB97M-V/def2-TZVPD" gap_ev="8.1169 / 3.8790" max_force_ev_per_a=5.438 multiplicity=2 total_charge=0 e_lumo_ev="-2.8 / -6.7"
O 2.7832 3.9127 -2.2959
V 1.5311 3.0210 -2.8620
O 1.8862 2.4575 -4.3117
O -0.1138 -3.4811 1.9832
C 0.7474 -2.6284 1.8512
O 0.5691 -1.4952 1.2575
B 1.8288 -0.7511 1.1366
O 2.8440 -1.5688 1.8200
C 2.2773 -2.6649 2.2590
O 2.8121 -3.5849 2.8429
O 1.9009 0.6895 1.5330
C 1.9363 1.4802 0.5175
O 1.9078 2.7199 0.4817
C 2.0656 0.6302 -0.7399
O 2.1209 -0.6053 -0.3255
O 2.1974 1.0697 -1.8756
O -2.3881 -1.5289 2.8708
C -2.4504 -1.1177 1.6867
O -2.3190 0.1027 1.2349
B -2.2139 0.0570 -0.2334
O -2.5040 -1.3265 -0.5523
C -2.6538 -2.0638 0.4938
O -2.7222 -3.2323 0.6287
O -0.9409 0.6088 -0.8125
C -1.2364 1.5894 -1.6241
O -0.4055 2.2882 -2.2572
C -2.7733 1.8292 -1.6319
O -3.2861 0.8735 -0.8439
O -3.4006 2.7196 -2.2315

(2)
61
Properties=species:S:1:pos:R:3 method="wB97M-V/def2-TZVPD" gap_ev=9.8819 max_force_ev_per_a=3.992 total_charge=-2 e_lumo_ev=4.3
Mg 0.5407 -0.5773 0.1519
C -0.8586 -1.6888 3.6158
F -0.1142 -2.7991 3.5489
F -1.6704 -1.7768 4.6632
F -0.0495 -0.6532 3.7464
S -1.9137 -1.5382 2.1043
O -2.9257 -2.5153 2.3181
O -2.3496 -0.2052 2.0052
N -0.8398 -1.8351 0.8086
S -1.3397 -3.0972 -0.0701
O -2.7324 -3.2474 -0.2444
O -0.5566 -3.0613 -1.2703
C -0.8083 -4.6433 0.8014
F -1.4014 -4.7750 2.0039
F -1.1041 -5.6880 0.0587
F 0.4995 -4.6067 1.0282
C 2.1334 -3.5971 -2.2241
F 1.3270 -3.3899 -3.2614
F 1.5710 -4.4353 -1.3989
F 3.2756 -4.1271 -2.6693
S 2.5620 -1.9892 -1.3034
O 2.3503 -2.3389 0.0789
O 3.8834 -1.6797 -1.6928
N 1.4159 -0.7927 -1.5527
S 1.4503 -0.3180 -3.1155
O 2.4715 -0.9358 -3.8828
O 0.1440 -0.2534 -3.6724
C 2.0552 1.4149 -2.8959
F 2.2328 1.9891 -4.0901
F 1.2033 2.1311 -2.1896
F 3.2265 1.3899 -2.2561
C 1.1137 3.4597 1.0834
F 0.3086 3.4211 0.0397
F 2.3873 3.4523 0.6536
F 0.9083 4.5534 1.7960
S 0.7134 1.9997 2.1830
O 1.1821 2.2494 3.4928
O -0.6894 1.9007 2.0177
N 1.3974 0.6701 1.4173
S 3.0138 0.5886 1.7155
O 3.6700 0.0906 0.5543
O 3.6068 1.7161 2.3320
C 3.1372 -0.7289 3.0071
F 2.3188 -1.7170 2.7688
F 4.3888 -1.1808 3.0533
F 2.8428 -0.2049 4.2153
C -2.8525 5.0339 -0.8258
F -2.9780 5.5427 0.4068
F -3.4291 5.8871 -1.6839
F -1.5706 4.9275 -1.1092
S -3.7984 3.4361 -0.8803
O -4.8910 3.6814 0.0034
O -4.1647 3.2037 -2.2422
N -2.7861 2.3803 -0.1645
S -1.9195 1.6060 -1.2552
O -1.4622 2.4245 -2.3382
O -0.9395 0.7625 -0.5915
C -3.0805 0.3558 -2.0618
F -3.2153 0.5992 -3.3558
F -2.6026 -0.8717 -1.8844
F -4.2881 0.4008 -1.4908

(3)
69
Properties=species:S:1:pos:R:3 method="wB97M-V/def2-TZVPD" gap_ev=8.5312 max_force_ev_per_a=6.863 total_charge=-2 e_lumo_ev=3.0
Hf -13.3311 -0.3325 1.4059
C -12.7219 -5.2574 0.3183
F -13.2393 -6.3176 -0.3077
F -13.0983 -5.4623 1.5471
F -11.3767 -5.3412 0.3573
S -13.3777 -3.5056 -0.3078
O -12.5902 -3.1347 -1.4717
O -14.8259 -3.5693 -0.6352
O -13.1052 -2.4791 0.7856
C -15.7255 3.9274 1.3738
F -15.1558 5.0295 1.8409
F -17.0237 4.2322 1.3266
F -15.2506 3.6941 0.1040
S -15.4025 2.5062 2.6643
O -16.6452 1.8460 3.0126
O -14.4250 1.5423 2.1349
O -14.8618 3.3011 3.8341
P -9.6306 -1.5093 1.1225
F -8.2949 -2.3444 0.7367
F -9.0328 -1.3103 2.6338
F -8.9666 -0.2017 0.5131
F -11.0502 -0.6882 1.4604
F -10.3722 -1.6466 -0.2938
F -10.3649 -2.9678 1.4243
C -17.0918 -0.9739 -1.3975
F -16.1249 -1.3063 -2.2299
F -17.9486 -0.3658 -2.1419
F -17.6907 -2.1184 -0.9112
S -16.4493 0.1624 0.0363
O -15.2772 0.7910 -0.4364
O -17.5928 1.0393 0.3757
N -15.5519 -0.8018 1.3342
S -16.7717 -1.7052 1.9800
O -18.1497 -1.3781 1.6220
O -16.4807 -3.1361 1.8403
C -16.8246 -1.3372 3.9350
F -17.9120 -0.6352 4.1672
F -16.9929 -2.5230 4.5310
F -15.6817 -0.7881 4.3387
C -10.7796 -0.0265 5.7111
F -10.8978 0.9731 6.5897
F -9.7295 0.0010 4.9444
F -10.9727 -1.2036 6.3537
S -12.5339 0.2089 4.5646
O -13.6092 0.7250 5.3836
O -12.1286 1.1069 3.4414
N -12.8621 -1.1473 3.4586
S -13.1445 -2.3531 4.4317
O -13.4629 -1.9675 5.7884
O -14.1348 -3.2789 3.8510
C -11.5737 -3.4217 4.5963
F -11.7397 -4.5494 3.8914
F -10.4947 -2.6636 4.1512
F -11.4421 -3.7262 5.8921
C -13.2856 1.7301 -2.6820
F -13.9497 2.7781 -2.2754
F -14.1744 0.9401 -3.0630
F -12.4997 2.0233 -3.6943
S -12.0971 0.8656 -1.3655
O -12.7380 -0.4415 -1.1253
O -10.6968 0.8328 -1.8420
N -12.3556 1.3917 0.2838
S -11.7270 2.8848 0.2296
O -11.6050 3.4958 -1.0623
O -12.4310 3.7282 1.1774
C -9.9514 2.8381 0.9456
F -9.8941 1.9121 1.8540
F -9.1470 2.5532 -0.1128
F -9.7436 4.1025 1.3400

(4)
18
Properties=species:S:1:pos:R:3 method="wB97M-V/def2-TZVPD" gap_ev=9.8572 max_force_ev_per_a=6.159 smiles=Cc1ccccc1C total_charge=0 e_lumo_ev=0.9
C 1.7844 -1.3135 -0.0914
C 0.2254 -0.7292 -0.0489
C -1.0216 -1.4843 0.2565
C -2.2741 -0.7391 0.0319
C -2.2956 0.6963 -0.1494
C -1.0777 1.3275 -0.0291
C 0.0896 0.6354 0.0596
C 1.5250 1.3656 0.1093
H 2.1801 -0.8558 -1.1233
H 1.5724 -2.2626 -0.3395
H 2.3311 -1.0019 0.8072
H -1.2163 -2.4762 0.0465
H -3.1462 -1.5418 0.1323
H -3.3012 1.2991 -0.1886
H -0.8173 2.4801 0.1207
H 2.1806 0.6244 -0.4443
H 1.7516 1.5251 1.3541
H 1.5096 2.4508 -0.5037